# 1
Below is a single C3H5NOS molecule at a distorted geometry, with properties calculated with ωB97M-V with the def2-TZVPD basis set.

Last column: natural (NBO) charge in e.
CARTESIAN COORDINATES (ANGSTROEM)
C: -0.17275 -0.06922 1.11552  -0.414
C: -0.14268 -1.23204 0.41457  0.177
O: -0.14134 -1.37358 -0.86418  -0.332
N: -0.24246 -0.26217 -1.61111  -0.451
S: 1.03307 0.89581 -1.30298  0.185
C: -0.00852 1.19794 0.46044  -0.400
H: 0.22683 0.03935 2.15782  0.233
H: -0.15237 -2.19811 1.04556  0.208
H: -0.19170 -0.58278 -2.53490  0.368
H: -0.88743 1.68993 0.18242  0.216
H: 0.67935 1.89486 0.93684  0.210

Values from the calculation:
Total energy: -645.35120 a.u.
Largest force on an atom: 5.05 eV Å⁻¹
Total charge: 0
Molecular weight: 103.146 Da
Highest occupied orbital energy: -8.4348 eV
Energy relative to the best compared isomer or geometry (same formula, charge and spin): 421.34 kJ/mol
Gap between HOMO and LUMO: 9.03 eV
SMILES string: C1=CONSC1

# 2
Below is a single C5H9NO molecule, with properties calculated with ωB97M-V with the def2-TZVPD basis set.

Last column: natural (NBO) charge in e.
CARTESIAN COORDINATES (ANGSTROEM)
C: 0.86942 1.17211 0.61394  -0.609
C: 0.17984 0.02615 -0.12848  0.047
C: 1.19877 -0.90427 -0.77450  -0.604
C: -0.80578 -0.73549 0.78497  -0.093
O: -2.08458 -0.15146 0.48112  -0.497
C: -1.88444 0.50657 -0.68519  0.381
N: -0.71174 0.62658 -1.14533  -0.475
H: 1.43251 1.79121 -0.09117  0.223
H: 1.56025 0.78765 1.37375  0.207
H: 0.12713 1.80858 1.10869  0.213
H: 1.81198 -1.39444 -0.00827  0.207
H: 0.69596 -1.67780 -1.36410  0.215
H: 1.86141 -0.34129 -1.43881  0.222
H: -0.85701 -1.80329 0.53694  0.181
H: -0.61173 -0.61621 1.85372  0.196
H: -2.79017 0.89980 -1.13752  0.188

Values from the calculation:
Total energy: -325.90439 a.u.
Largest force on an atom: 0.45 eV Å⁻¹
Total charge: 0
Molecular weight: 99.133 Da
Highest occupied orbital energy: -9.6312 eV
Energy relative to the best compared isomer or geometry (same formula, charge and spin): 87.06 kJ/mol
Gap between HOMO and LUMO: 10.59 eV
SMILES string: CC1(C)COC=N1

# 3
Below is 2 unconnected molecules or ions with the total composition C3H8NO at a distorted geometry, with properties calculated with ωB97M-V with the def2-TZVPD basis set.

Last column: natural (NBO) charge in e.
CARTESIAN COORDINATES (ANGSTROEM)
C: -0.10010 -1.08062 0.73507  -0.202
C: -1.08045 -1.46388 -0.34918  0.268
C: -1.02414 1.10286 -0.56667  -0.433
N: -0.81378 -0.25946 -0.20014  -0.171
O: 1.98171 0.64685 0.10194  -0.980
H: -0.45003 -1.31108 1.79191  0.232
H: 0.92667 -1.25424 0.57924  0.223
H: -1.62630 -2.36642 -0.79362  0.302
H: -1.94694 1.24853 -1.02917  0.249
H: -0.81018 1.71201 0.33940  0.260
H: -0.22329 1.41926 -1.19825  0.266
H: 2.45158 1.53731 0.13572  0.498
H: 2.71524 0.06888 0.45375  0.488

Values from the calculation:
Total energy: -248.73268 a.u.
Largest force on an atom: 3.11 eV Å⁻¹
Total charge: +1
Molecular weight: 74.103 Da
Highest occupied orbital energy: -15.7311 eV
Energy relative to the best compared isomer or geometry (same formula, charge and spin): 271.00 kJ/mol
Gap between HOMO and LUMO: 11.01 eV

# 4
Below is 2 unconnected molecules or ions with the total composition C2H6OS2 at a distorted geometry, with properties calculated with ωB97M-V with the def2-TZVPD basis set.

Last column: natural (NBO) charge in e.
CARTESIAN COORDINATES (ANGSTROEM)
C: 2.17316 1.26441 0.82359  0.267
O: 2.33153 2.01493 -0.09895  -0.489
H: 1.14853 1.16578 1.21233  0.105
H: 3.00331 0.72946 1.29784  0.117
C: -1.05809 0.06127 -0.25753  -0.750
S: -2.57853 -0.91453 -0.18954  0.084
S: -2.01849 -2.71545 -1.09492  -0.132
H: -1.05130 0.77467 0.55562  0.229
H: -0.10831 -0.46283 -0.21990  0.217
H: -1.11493 0.60001 -1.19994  0.228
H: -0.72687 -2.51773 -0.82859  0.124

Values from the calculation:
Total energy: -951.35927 a.u.
Largest force on an atom: 1.07 eV Å⁻¹
Total charge: 0
Molecular weight: 110.203 Da
Highest occupied orbital energy: -8.2853 eV
Energy relative to the best compared isomer or geometry (same formula, charge and spin): 86.09 kJ/mol
Gap between HOMO and LUMO: 8.75 eV
SMILES string: C=O.CSS